{"formula": "C27H37As3N3O2Pt", "method": "wB97M-V/def2-TZVPD", "elements": ["Pt", "O", "C", "O", "C", "C", "C", "N", "C", "C", "C", "C", "C", "C", "C", "N", "C", "C", "C", "C", "C", "N", "H", "H", "H", "H", "H", "H", "H", "H", "H", "H", "C", "As", "C", "C", "C", "C", "C", "As", "C", "C", "C", "As", "C", "C", "H", "H", "H", "H", "H", "H", "H", "H", "H", "H", "H", "H", "H", "H", "H", "H", "H", "H", "H", "H", "H", "H", "H", "H", "H", "H", "H"], "coordinates": [[0.05896, -0.42645, -1.12841], [4.82399, -5.66128, -2.95211], [4.01625, -5.18335, -3.70420], [3.56068, -5.33210, -4.80804], [3.26144, -3.89612, -2.97371], [2.41124, -3.10306, -3.69798], [1.72571, -2.09517, -3.01391], [1.88843, -1.85311, -1.70340], [2.72178, -2.63672, -1.01931], [3.42113, -3.68907, -1.62437], [2.96588, -2.52628, 0.43293], [4.27760, -2.69606, 0.89110], [4.51180, -2.78322, 2.24974], [3.42225, -2.73668, 3.10490], [2.16192, -2.56250, 2.55755], [1.92772, -2.42659, 1.25753], [0.64547, -1.42684, -3.72383], [0.69689, -1.15574, -5.09322], [-0.45180, -0.76777, -5.74584], [-1.63984, -0.70412, -5.01429], [-1.59643, -0.91799, -3.65630], [-0.47562, -1.23283, -2.99998], [2.23028, -3.28855, -4.74334], [4.06154, -4.33266, -1.04223], [5.09288, -2.76114, 0.18812], [5.51420, -2.91004, 2.63238], [3.55387, -2.83935, 4.16992], [1.29517, -2.56154, 3.20359], [1.63067, -1.25071, -5.62378], [-0.43818, -0.55402, -6.80237], [-2.57789, -0.49053, -5.49704], [-2.50076, -0.86702, -3.06130], [-1.86616, 2.46228, -3.06804], [-1.73845, 1.39141, -1.42844], [-3.65178, 0.94444, -1.22182], [-1.45071, 2.94572, -0.25914], [-1.42844, 2.82445, 1.27378], [-1.33843, 4.27590, 1.77696], [-0.16472, 2.10470, 1.75350], [0.45934, 0.31153, 1.12924], [2.16747, 0.52010, 2.07982], [-0.66208, -0.93461, 2.13347], [-2.73313, 2.16955, 1.73722], [-3.57253, 2.13006, 3.59318], [-2.91272, 3.70821, 4.57352], [-2.50916, 0.80106, 4.59543], [-2.79246, 3.03881, -3.03793], [-1.86002, 1.84446, -3.96426], [-1.02388, 3.15190, -3.11422], [-4.19042, 1.81384, -0.84370], [-3.78631, 0.11054, -0.53458], [-4.06784, 0.67218, -2.19156], [-2.23307, 3.66389, -0.53822], [-0.49151, 3.36865, -0.59024], [-0.59108, 4.82734, 1.20745], [-1.05441, 4.30936, 2.82329], [-2.29495, 4.78079, 1.65294], [-0.20427, 2.02229, 2.84663], [0.67306, 2.77514, 1.51928], [2.03410, 0.37545, 3.15326], [2.53106, 1.53225, 1.89892], [2.91680, -0.17522, 1.71694], [-0.58067, -0.81823, 3.21164], [-0.38434, -1.94574, 1.84527], [-1.69626, -0.77115, 1.82680], [-2.73486, 1.12099, 1.41234], [-3.53580, 2.66288, 1.17517], [-3.13435, 4.63271, 4.04573], [-1.84768, 3.64864, 4.79200], [-3.45059, 3.73417, 5.52232], [-2.68037, -0.20103, 4.20679], [-2.87335, 0.81999, 5.62286], [-1.44227, 1.01888, 4.60756]], "e_tot_ha": -8192.16862, "charge": 1, "orbital_gap_ev": 5.0}



{"formula": "C5H8ClF3N", "method": "wB97M-V/def2-TZVPD", "elements": ["C", "C", "C", "C", "C", "N", "F", "F", "F", "Cl", "H", "H", "H", "H", "H", "H", "H", "H"], "coordinates": [[1.15067, -0.64136, 0.89909], [0.30969, 0.09713, -0.06610], [2.56693, -0.90000, 0.23370], [3.01952, 0.46377, -0.40359], [-0.72746, 1.11981, 0.35469], [-0.23874, -0.78631, -1.15236], [3.50296, -1.48761, 0.98485], [2.29543, -1.74241, -0.80078], [3.76027, 0.23379, -1.45521], [3.43385, 1.64064, 0.73280], [1.44690, -0.23792, 1.86570], [0.66569, -1.69722, 1.26340], [-0.26460, 1.60567, 1.16182], [-1.63461, 0.71372, 0.69348], [-0.73028, 1.91106, -0.49891], [0.11383, -0.43136, -2.06555], [-1.29093, -0.65324, -1.38242], [0.13708, -1.73073, -1.02971]], "e_tot_ha": -1009.46279, "charge": 1, "orbital_gap_ev": [7.6, 9.5]}



The calculation returns the following max |F| values, one per record and in order: 3.12; 4.30 eV/Å.